Record 1
Molecular formula: CH2ClN3S
Method: DFT, the ωB97M-V functional and the def2-TZVPD basis

The geometry in XYZ format:
```
8
CH2ClN3S, DFT the ωB97M-V functional and the def2-TZVPD basis
C 0.530 1.706 -0.493
N 0.441 0.560 -0.227
N 0.405 -1.466 0.366
N 0.046 -0.618 -0.572
S 0.732 3.256 -0.353
Cl -2.492 0.120 -0.375
H 0.392 -1.063 1.320
H -0.053 -2.496 0.334
```

The calculated total energy comes out at -1061.796789 hartree. The multiplicity is 1. For the HOMO energy (spin up / spin down), the calculation gives -0.3120 / -0.3562 Ha. The value obtained for the relative energy (zero: lowest compared OMol25 entry of this formula, charge and spin) is 152.02 kJ/mol.

Record 2
Molecular formula: CH2ClNOS
Method: DFT, the ωB97M-V functional and the def2-TZVPD basis

The geometry in XYZ format:
```
7
CH2ClNOS, DFT the ωB97M-V functional and the def2-TZVPD basis
C -0.978 1.064 -0.194
N 1.338 -0.096 0.664
O 2.127 -2.337 -0.154
S 0.986 -1.424 0.119
Cl -1.817 -0.366 -0.318
H -0.917 1.794 -0.881
H -0.738 1.366 0.763
```

The calculated total energy comes out at -1027.496922 hartree. The multiplicity is 1. For the HOMO energy (spin up / spin down), the calculation gives -0.3967 / -0.3338 Ha. The value obtained for the relative energy (zero: lowest compared OMol25 entry of this formula, charge and spin) is 459.26 kJ/mol.

Copy entry 2 word for word.
Molecular formula: CH2ClNOS
Method: DFT, the ωB97M-V functional and the def2-TZVPD basis

The geometry in XYZ format:
```
7
CH2ClNOS, DFT the ωB97M-V functional and the def2-TZVPD basis
C -0.978 1.064 -0.194
N 1.338 -0.096 0.664
O 2.127 -2.337 -0.154
S 0.986 -1.424 0.119
Cl -1.817 -0.366 -0.318
H -0.917 1.794 -0.881
H -0.738 1.366 0.763
```

The calculated total energy comes out at -1027.496922 hartree. The multiplicity is 1. For the HOMO energy (spin up / spin down), the calculation gives -0.3967 / -0.3338 Ha. The value obtained for the relative energy (zero: lowest compared OMol25 entry of this formula, charge and spin) is 459.26 kJ/mol.

What is the formula in the second record? CH2ClNOS

Among the records above, which one has the highest calculated total energy? CH2ClNOS

Look up the multiplicity of the second one. 1